1.
{"formula": "C23H24N4O5S", "method": "wB97M-V/def2-TZVPD", "symbols": ["C", "C", "H", "H", "O", "C", "O", "C", "C", "N", "C", "N", "C", "C", "C", "C", "C", "C", "N", "C", "H", "H", "H", "H", "C", "C", "C", "O", "C", "H", "H", "H", "H", "H", "H", "H", "H", "H", "N", "S", "O", "O", "C", "C", "C", "C", "C", "C", "H", "H", "H", "H", "H", "H", "H", "H", "H"], "xyz": [[2.103, 4.197, 2.505], [2.215, 2.869, 3.239], [1.848, 2.955, 4.264], [3.255, 2.525, 3.240], [1.395, 1.870, 2.639], [1.910, 1.185, 1.624], [3.032, 1.371, 1.173], [1.018, 0.167, 1.105], [1.364, -0.674, 0.048], [0.373, -1.566, -0.220], [-0.652, -1.332, 0.660], [-1.779, -1.984, 0.737], [-2.618, -1.543, 1.706], [-3.862, -2.181, 1.873], [-4.728, -1.754, 2.840], [-4.393, -0.676, 3.678], [-3.195, -0.035, 3.542], [-2.273, -0.448, 2.557], [-1.095, 0.204, 2.456], [-0.288, -0.233, 1.522], [-2.914, 0.793, 4.174], [-5.095, -0.359, 4.435], [-5.682, -2.245, 2.968], [-4.100, -3.007, 1.220], [0.409, -2.675, -1.145], [-0.723, -2.587, -2.166], [-0.758, -3.845, -3.041], [-1.746, -3.817, -4.041], [-3.064, -3.950, -3.570], [-3.167, -4.835, -2.929], [-3.395, -3.068, -3.011], [-3.693, -4.068, -4.451], [0.187, -3.939, -3.581], [-0.896, -4.734, -2.404], [-1.665, -2.480, -1.627], [-0.564, -1.717, -2.803], [0.305, -3.598, -0.563], [1.378, -2.661, -1.645], [2.548, -0.660, -0.645], [2.533, 0.036, -2.212], [1.412, -0.503, -2.915], [3.843, -0.157, -2.742], [2.242, 1.753, -1.828], [0.947, 2.155, -1.573], [0.717, 3.468, -1.195], [1.782, 4.348, -1.084], [3.078, 3.927, -1.345], [3.314, 2.613, -1.713], [4.306, 2.242, -1.916], [3.902, 4.617, -1.253], [1.601, 5.372, -0.790], [-0.287, 3.801, -0.984], [0.141, 1.446, -1.684], [3.245, -0.139, -0.107], [1.062, 4.507, 2.452], [2.493, 4.095, 1.495], [2.675, 4.955, 3.032]], "forces_ev_per_angstrom": [[-0.04, -0.43, 0.05], [0.48, 0.45, 0.12], [0.06, -0.06, -0.12], [-0.19, 0.03, 0.10], [-0.32, -0.22, -0.13], [0.34, 0.01, -0.20], [-0.02, 0.09, 0.25], [0.25, -0.21, -0.26], [-0.56, 0.57, 0.84], [0.21, 0.12, -0.09], [-0.88, 0.17, 0.66], [0.59, -0.03, -0.29], [0.16, 0.33, 0.25], [-0.24, 0.02, 0.18], [0.03, -0.24, -0.25], [0.17, 0.26, 0.15], [-0.26, -0.09, 0.08], [-0.20, -0.37, -0.27], [0.44, 0.12, -0.13], [-0.34, -0.28, 0.01], [0.03, 0.09, 0.07], [-0.03, 0.05, 0.07], [-0.07, -0.06, -0.01], [-0.02, -0.08, -0.07], [-0.25, -0.40, -0.42], [-0.04, -0.22, -0.23], [0.14, 0.17, 0.23], [0.05, 0.07, -0.15], [-0.01, 0.01, 0.01], [-0.02, 0.01, 0.00], [-0.02, -0.03, 0.00], [-0.07, 0.00, 0.07], [0.00, -0.08, 0.10], [0.05, 0.02, -0.06], [0.05, 0.01, -0.08], [-0.08, -0.02, 0.05], [0.10, 0.06, -0.04], [-0.08, -0.10, 0.13], [0.54, 0.01, -1.06], [0.09, -0.03, 0.17], [-0.20, 0.15, 0.27], [0.12, 0.29, 0.34], [0.14, -0.61, -0.31], [-0.24, 0.01, -0.02], [0.00, -0.04, 0.02], [0.00, 0.01, -0.05], [0.02, -0.06, -0.02], [0.16, 0.08, -0.05], [0.17, 0.04, -0.01], [0.07, 0.05, -0.01], [-0.01, 0.08, 0.02], [-0.09, 0.02, 0.00], [-0.17, -0.01, -0.01], [0.01, 0.02, 0.10], [-0.09, 0.09, 0.00], [0.03, 0.03, -0.01], [0.06, 0.11, 0.06]], "gap_ev": 7.905, "total_energy_ha": -1884.28723, "e_above_lowest_ev": 1.318, "largest_force_ev_per_a": 1.19, "smiles": "CCOC(=O)c1c(NS(=O)(=O)c2ccccc2)n(CCCOC)c2nc3ccccc3nc12", "spin_multiplicity": 1}



2.
{"formula": "C23H24N4O5S2", "method": "wB97M-V/def2-TZVPD", "symbols": ["C", "H", "O", "C", "C", "N", "C", "N", "C", "C", "C", "C", "S", "C", "H", "H", "C", "H", "H", "C", "H", "H", "C", "O", "S", "C", "C", "N", "N", "C", "C", "C", "C", "C", "C", "C", "H", "O", "C", "H", "H", "H", "O", "C", "H", "H", "H", "H", "H", "O", "H", "H", "H", "H", "H", "H", "H", "H"], "xyz": [[-1.502, -0.035, 5.587], [-0.506, 0.613, 5.461], [-1.169, -1.299, 5.893], [-0.282, -1.961, 5.306], [-0.653, -2.058, 3.916], [-0.200, -1.259, 3.028], [1.029, -1.183, 2.834], [1.861, -0.121, 2.058], [1.013, 0.611, 1.363], [-0.483, 0.494, 1.306], [-0.909, 1.184, 0.412], [-0.022, 2.067, -0.179], [1.400, 1.958, 0.208], [-0.739, 2.921, -1.326], [-0.502, 2.767, -2.248], [-0.539, 3.915, -1.133], [-2.458, 2.906, -0.965], [-2.736, 3.696, -0.417], [-2.758, 2.757, -1.969], [-2.488, 1.495, -0.034], [-2.830, 0.816, -0.474], [-3.115, 1.618, 0.881], [-0.990, -0.593, 2.209], [-2.298, -0.828, 2.431], [2.628, -2.173, 3.510], [3.357, -2.597, 1.885], [2.280, -2.440, 0.837], [1.426, -3.173, 0.609], [0.612, -2.705, -0.379], [1.461, -1.764, -0.972], [1.421, -0.875, -2.061], [2.363, 0.062, -2.459], [2.048, 0.847, -3.575], [0.658, 1.063, -3.995], [-0.337, 0.162, -3.512], [0.148, -0.896, -2.657], [-0.638, -1.287, -2.130], [-1.643, 0.112, -4.190], [-2.534, -0.545, -3.691], [-2.297, -1.739, -3.840], [-3.585, -0.243, -4.374], [-2.848, -0.646, -2.577], [0.315, 1.830, -4.915], [1.201, 2.774, -5.478], [0.894, 3.320, -6.182], [2.089, 2.284, -6.170], [1.636, 3.448, -4.846], [2.677, 1.601, -3.999], [3.440, -0.063, -2.137], [2.698, -1.790, -0.096], [4.199, -1.868, 1.845], [3.798, -3.598, 2.102], [-0.057, -3.125, 3.392], [-1.809, -2.320, 3.656], [0.573, -1.507, 5.285], [-0.225, -3.177, 5.738], [-2.087, 0.545, 6.476], [-1.987, 0.006, 4.753]], "forces_ev_per_angstrom": [[3.90, 4.39, 5.67], [-1.69, -0.98, 0.13], [-5.47, 1.27, 6.90], [-0.65, -7.82, -1.55], [-4.26, -12.70, -0.82], [1.54, 4.80, -3.69], [13.67, 3.80, -2.29], [-4.24, -3.43, 2.50], [-1.69, 1.10, -0.62], [7.95, -10.03, 10.51], [-9.32, 8.96, -9.75], [-11.78, 1.39, -5.59], [9.97, -2.22, 3.98], [-3.20, 0.40, 8.30], [1.25, -1.74, -5.59], [0.88, 2.33, 0.28], [5.81, -6.77, -0.43], [-1.02, 3.03, 1.52], [-1.51, 0.09, -0.57], [6.52, 11.58, 6.72], [-5.02, -10.37, -6.97], [0.64, 0.12, -0.58], [-9.12, 3.22, -1.76], [4.79, 1.49, -1.87], [-3.31, 0.29, 0.26], [0.62, 0.44, 2.29], [11.32, 0.32, 6.34], [-12.53, -8.47, 1.69], [3.59, 3.39, -3.75], [0.74, -3.64, 4.16], [-1.72, 0.47, -0.75], [1.75, -0.88, -1.47], [-2.75, 1.30, 0.89], [2.35, -4.97, 3.44], [0.96, -2.02, -0.74], [-0.70, 4.31, -1.45], [-1.63, -2.24, 1.05], [10.48, 7.19, -1.31], [-10.28, -8.74, 2.17], [-0.94, 1.96, -0.06], [2.65, -1.26, 2.23], [0.81, 1.43, -1.26], [-1.49, 4.33, -4.26], [4.83, -6.27, 1.14], [-4.41, 3.91, -5.32], [-1.71, 0.41, 2.25], [1.22, 1.23, 2.51], [0.89, -0.15, 0.04], [-1.45, 0.52, -0.13], [-0.77, 7.49, -8.63], [-0.82, -0.54, -0.90], [-0.66, 0.46, -0.83], [-1.92, 2.00, 2.19], [2.88, 0.98, 1.11], [6.06, 2.35, 0.78], [0.07, 3.76, -0.94], [1.24, -1.83, -2.05], [-3.31, 0.55, -5.10]], "gap_ev": 6.583, "total_energy_ha": -2281.63762, "e_above_lowest_ev": 21.718, "largest_force_ev_per_a": 16.56, "smiles": "COCCn1c(SCc2nnc(-c3ccc(OC)c(OC)c3)o2)nc2sc3c(c2c1=O)CCC3", "spin_multiplicity": 1}



3.
{"formula": "C23H24N4PdS2", "method": "wB97M-V/def2-TZVPD", "symbols": ["Pd", "C", "N", "C", "C", "C", "C", "C", "C", "C", "N", "C", "C", "C", "C", "C", "C", "N", "C", "C", "H", "H", "H", "H", "H", "H", "H", "H", "H", "H", "H", "H", "H", "H", "H", "H", "H", "H", "H", "H", "S", "C", "N", "C", "C", "C", "C", "C", "C", "S", "H", "H", "H", "H"], "xyz": [[0.307, 0.124, -0.219], [-2.377, -1.349, -0.958], [-1.352, -1.393, 0.089], [-0.668, -2.699, 0.074], [-1.829, -1.068, 1.423], [-3.154, -1.206, 1.794], [-3.552, -0.902, 3.091], [-2.609, -0.459, 4.005], [-1.279, -0.309, 3.636], [-0.860, -0.600, 2.335], [0.398, -0.354, 1.820], [1.583, -0.765, 2.367], [1.732, -1.394, 3.615], [2.976, -1.799, 4.073], [4.119, -1.600, 3.313], [3.988, -1.007, 2.064], [2.753, -0.612, 1.586], [2.614, -0.022, 0.264], [3.397, -0.692, -0.775], [2.935, 1.418, 0.300], [-3.070, -2.191, -0.872], [-1.881, -1.397, -1.926], [-2.931, -0.416, -0.890], [-1.386, -3.504, 0.261], [0.102, -2.715, 0.842], [-0.208, -2.848, -0.903], [-3.890, -1.547, 1.078], [-4.590, -1.007, 3.377], [-2.911, -0.208, 5.015], [-0.565, 0.094, 4.342], [0.859, -1.585, 4.223], [3.047, -2.282, 5.040], [5.089, -1.912, 3.674], [4.868, -0.865, 1.448], [4.473, -0.523, -0.659], [3.094, -0.303, -1.747], [3.203, -1.763, -0.741], [3.991, 1.574, 0.548], [2.324, 1.905, 1.058], [2.726, 1.863, -0.673], [0.262, 0.809, -2.674], [-1.010, 1.724, -1.984], [-1.254, 1.590, -0.704], [-2.315, 2.358, -0.260], [-2.813, 2.401, 1.041], [-3.896, 3.219, 1.303], [-4.482, 3.987, 0.292], [-3.995, 3.948, -1.003], [-2.909, 3.125, -1.271], [-2.083, 2.841, -2.783], [-2.353, 1.797, 1.814], [-4.298, 3.264, 2.306], [-5.328, 4.621, 0.524], [-4.451, 4.542, -1.785]], "forces_ev_per_angstrom": [[-0.01, -0.07, 0.01], [0.02, 0.01, 0.01], [-0.02, 0.02, 0.02], [0.01, 0.02, 0.02], [0.02, -0.02, -0.04], [-0.05, 0.01, 0.01], [0.02, 0.00, -0.03], [0.03, 0.00, 0.01], [-0.03, 0.02, 0.03], [0.00, -0.04, 0.04], [0.06, 0.05, -0.02], [-0.02, -0.02, -0.01], [0.01, -0.02, 0.04], [-0.03, 0.01, 0.00], [-0.01, 0.00, 0.00], [0.03, 0.00, -0.01], [-0.01, 0.03, -0.01], [0.00, 0.00, 0.03], [-0.01, 0.00, 0.00], [0.02, -0.03, -0.01], [0.00, -0.01, 0.00], [0.01, 0.01, -0.01], [0.00, 0.00, 0.00], [-0.01, -0.01, 0.00], [0.01, 0.00, 0.00], [0.00, 0.00, -0.01], [0.00, 0.00, 0.01], [0.00, 0.00, 0.00], [0.00, 0.00, -0.01], [0.00, -0.01, -0.01], [0.00, 0.01, -0.01], [0.00, 0.00, -0.01], [0.00, 0.00, 0.00], [-0.01, 0.00, 0.01], [0.01, 0.00, 0.00], [-0.01, 0.01, -0.01], [-0.01, 0.00, 0.00], [0.01, 0.00, 0.00], [-0.02, 0.01, 0.02], [-0.01, 0.00, -0.02], [-0.01, 0.02, -0.06], [-0.02, 0.03, 0.05], [-0.04, 0.07, 0.05], [0.00, -0.03, -0.04], [0.02, 0.00, 0.00], [0.00, 0.00, -0.02], [0.00, 0.00, 0.00], [0.00, 0.00, 0.00], [0.02, -0.02, -0.01], [-0.01, 0.01, -0.03], [-0.01, 0.00, 0.01], [0.01, 0.00, 0.00], [0.01, -0.01, -0.01], [0.01, -0.01, 0.01]], "gap_ev": [7.651, 6.022], "total_energy_ha": -2034.11729, "s2": 2.006, "e_above_lowest_ev": 0.000, "largest_force_ev_per_a": 0.10, "spin_multiplicity": 3}



4.
{"formula": "C23H24N8O4S", "method": "wB97M-V/def2-TZVPD", "symbols": ["C", "H", "H", "H", "O", "C", "N", "C", "C", "C", "C", "H", "H", "C", "N", "C", "C", "C", "N", "N", "C", "H", "H", "C", "H", "O", "C", "H", "C", "H", "H", "H", "H", "S", "C", "C", "H", "C", "N", "C", "N", "C", "C", "C", "N", "H", "C", "O", "N", "H", "O", "H", "H", "C", "H", "H", "H", "H", "H", "H"], "xyz": [[1.807, 1.877, 8.395], [2.068, 2.873, 8.029], [0.729, 1.741, 8.296], [2.113, 1.761, 9.433], [2.505, 0.882, 7.671], [2.276, 0.840, 6.350], [1.432, 1.710, 5.815], [1.216, 1.658, 4.512], [1.829, 0.741, 3.666], [2.717, -0.176, 4.242], [2.948, -0.133, 5.595], [3.619, -0.815, 6.091], [3.204, -0.905, 3.613], [1.555, 0.745, 2.230], [0.613, 1.559, 1.787], [0.402, 1.543, 0.471], [1.122, 0.709, -0.406], [2.103, -0.133, 0.159], [2.285, -0.079, 1.478], [2.946, -0.943, -0.532], [2.648, -1.529, -1.818], [1.917, -0.939, -2.366], [3.578, -1.567, -2.396], [2.121, -2.957, -1.612], [1.966, -3.455, -2.570], [3.049, -3.744, -0.903], [3.347, -3.177, 0.355], [4.083, -3.835, 0.818], [3.899, -1.757, 0.199], [4.075, -1.300, 1.171], [4.828, -1.786, -0.380], [2.441, -3.144, 0.979], [1.166, -2.914, -1.064], [0.621, 0.985, -2.050], [-0.536, 2.189, -1.545], [-0.543, 2.367, -0.207], [-1.185, 3.053, 0.313], [-1.357, 2.898, -2.577], [-1.715, 2.043, -3.687], [-2.626, 1.078, -3.500], [-2.904, 0.258, -4.528], [-3.826, -0.656, -4.335], [-4.514, -0.793, -3.127], [-4.120, 0.091, -2.115], [-3.201, 1.010, -2.286], [-4.580, 0.040, -1.137], [-5.558, -1.789, -2.850], [-5.892, -2.148, -1.730], [-6.137, -2.362, -3.936], [-6.185, -1.963, -4.858], [-7.207, -3.227, -3.683], [-7.206, -3.282, -2.701], [-3.999, -1.318, -5.175], [-0.984, 2.172, -4.922], [0.083, 2.012, -4.754], [-1.356, 1.424, -5.617], [-1.134, 3.169, -5.343], [-2.268, 3.264, -2.094], [-0.798, 3.749, -2.979], [0.521, 2.385, 4.116]], "forces_ev_per_angstrom": [[-0.20, 0.28, 0.19], [-0.05, -0.05, 0.07], [0.07, 0.05, 0.04], [0.00, -0.01, -0.06], [0.21, -0.28, -0.11], [-0.15, 0.06, -0.52], [0.23, -0.09, 0.77], [0.07, -0.20, -0.50], [0.08, 0.04, 0.58], [-0.18, 0.23, 0.12], [-0.05, 0.10, 0.19], [0.07, -0.08, 0.04], [0.05, -0.05, -0.02], [-0.30, 0.16, -0.64], [-0.16, 0.20, 0.45], [0.58, -0.58, -0.37], [-0.36, 0.23, -0.05], [-0.08, 0.37, 0.32], [0.06, -0.19, -0.06], [0.15, 0.02, -0.06], [-0.21, -0.38, -0.16], [0.10, -0.11, -0.03], [-0.11, 0.02, -0.03], [-0.05, 0.28, -0.24], [-0.06, 0.06, 0.03], [0.06, -0.12, -0.09], [0.21, 0.28, 0.18], [-0.05, 0.06, 0.05], [0.11, -0.38, 0.24], [0.11, -0.12, -0.14], [-0.02, -0.02, 0.04], [0.07, -0.02, -0.02], [0.05, 0.00, -0.06], [-0.14, 0.17, 0.16], [0.34, -0.20, 0.30], [-0.05, 0.08, -0.39], [-0.19, 0.15, 0.10], [-0.15, 0.17, 0.14], [0.18, 0.28, 0.02], [-0.59, -0.53, 0.00], [0.29, 0.16, -0.19], [-0.29, -0.08, 0.46], [0.36, 0.36, 0.07], [-0.29, -0.41, -0.26], [0.28, 0.35, 0.06], [-0.09, -0.09, 0.05], [-0.10, -0.25, -0.36], [-0.05, 0.07, 0.15], [-0.26, -0.40, 0.19], [-0.08, 0.08, 0.17], [0.20, 0.11, 0.03], [0.13, 0.18, -0.26], [-0.09, -0.12, -0.03], [0.09, 0.02, -0.31], [0.03, 0.03, -0.06], [0.12, 0.13, -0.02], [0.05, -0.02, -0.03], [0.19, 0.05, -0.04], [-0.10, -0.09, 0.02], [-0.02, 0.00, -0.12]], "gap_ev": 8.329, "total_energy_ha": -2028.04938, "largest_force_ev_per_a": 0.90, "smiles": "COc1ccc(-c2nc(N3CCOCC3)c3sc(CN(C)c4ncc(C(=O)NO)cn4)cc3n2)cn1", "spin_multiplicity": 1}